(1)
A molecular structure, C6H5As2CuF20O4Pt2. Source: OMol25; level of theory: wB97M-V/def2-TZVPD.

Last column: Löwdin charge in e.
CARTESIAN COORDINATES (ANGSTROEM)
Pt (3.744, 0.910, 2.290)  1.4976
Pt (2.086, 1.329, 6.130)  0.8906
Cu (-0.269, 0.832, 0.525)  1.0704
As (2.433, -1.813, 0.032)  0.8469
F (1.697, -2.073, 1.585)  -0.2178
F (1.484, -3.047, -0.718)  -0.1920
F (3.155, -1.460, -1.487)  -0.1635
F (3.425, -0.442, 0.743)  -0.3788
F (3.730, -2.847, 0.487)  -0.1832
F (1.153, -0.579, -0.348)  -0.2671
As (2.245, 3.654, 0.014)  0.8162
F (3.060, 2.188, 0.744)  -0.3881
F (1.811, 4.134, 1.646)  -0.2412
F (1.482, 5.082, -0.617)  -0.1909
F (2.627, 3.077, -1.556)  -0.1705
F (0.738, 2.748, 0.034)  -0.2509
F (3.759, 4.465, 0.204)  -0.2001
O (-0.591, 1.046, 2.764)  0.1147
C (0.601, 0.912, 3.388)  -0.6919
O (0.601, 1.152, 4.613)  -0.0663
O (1.591, 0.643, 2.661)  -0.1224
H (-1.188, 1.133, 3.543)  0.1876
C (-1.575, -1.486, -1.217)  -0.0278
C (-1.115, -1.417, -2.686)  -0.4384
C (-0.774, -2.840, -3.141)  -0.2979
F (-1.746, -3.789, -2.976)  0.1007
F (-0.242, -2.882, -4.376)  0.1393
F (-2.127, -0.974, -3.470)  0.1522
F (-0.046, -0.610, -2.741)  0.1468
O (-1.815, -0.151, -0.693)  -0.0057
C (-2.955, -0.102, 0.178)  -0.4779
C (-4.217, 0.115, -0.681)  -0.2882
F (-4.357, -0.820, -1.618)  0.1580
F (-5.304, 0.366, 0.072)  0.1418
F (-2.974, -1.119, 1.026)  0.2149
F (-2.699, 0.989, 0.935)  0.1374
H (-0.896, -1.992, -0.523)  0.1377
H (-2.413, -2.186, -1.148)  0.1602
H (-0.014, -3.231, -2.435)  0.1556
H (-4.105, 1.085, -1.183)  0.1920

As for the expectation value of S²: 6.01. The value obtained for the HOMO-LUMO gap (alpha / beta) is 6.954 / 4.515 eV. The value obtained for the HOMO energy (alpha / beta) is -17.11 / -17.09 eV. The spin multiplicity is 5. The net charge is +2.

(2)
A gas-phase ion, C6H5Br2O3S (charge -1). Source: OMol25; level of theory: wB97M-V/def2-TZVPD.

Last column: Löwdin charge in e.
CARTESIAN COORDINATES (ANGSTROEM)
O (0.110, 1.398, 2.529)  -0.3480
S (-0.294, 2.421, 1.596)  0.3663
O (0.496, 3.614, 1.624)  -0.4115
O (-1.730, 2.643, 1.557)  -0.3502
C (0.249, 1.730, -0.115)  -0.2678
C (-0.775, 0.779, -0.553)  -0.0662
C (-0.651, -0.575, -0.370)  -0.1775
C (0.536, -1.223, 0.062)  -0.4134
Br (1.079, -2.450, -1.907)  0.1580
C (1.688, -0.449, 0.389)  -0.2272
C (1.710, 0.896, 0.260)  -0.5770
Br (2.952, 2.236, 0.673)  0.8123
H (0.510, 2.665, -0.510)  0.0640
H (-1.640, 1.144, -1.043)  0.1015
H (-1.424, -1.201, -0.795)  0.0890
H (0.643, -2.021, 0.882)  0.1333
H (2.421, -0.987, 0.993)  0.1145

The value obtained for the HOMO-LUMO gap (alpha / beta) is 7.417 / 7.418 eV. The value obtained for the HOMO energy (alpha / beta) is -5.43 / -5.43 eV. The net charge is -1.

(3)
A single C6H5BrCl2O molecule. Source: OMol25; level of theory: wB97M-V/def2-TZVPD.

Last column: Löwdin charge in e.
CARTESIAN COORDINATES (ANGSTROEM)
O (-0.412, -2.893, 0.388)  -0.0129
C (-0.285, -1.759, -0.369)  -0.2880
C (0.945, -1.074, -0.359)  -0.6358
Cl (2.328, -2.133, -0.328)  0.7063
C (1.072, 0.278, -0.605)  -0.0867
C (0.117, 1.279, -0.248)  -0.0970
C (-1.102, 1.087, 0.268)  -0.2633
C (-1.744, -0.221, 0.378)  -1.0765
Cl (-2.403, -0.265, 2.062)  0.5464
Br (-3.129, -0.608, -0.852)  0.7250
H (-0.304, -2.653, 1.298)  0.0941
H (-0.924, -1.795, -1.309)  0.1049
H (2.056, 0.746, -0.573)  0.1080
H (0.416, 2.341, -0.326)  0.1225
H (-1.531, 1.882, 0.700)  0.0531

The value obtained for the HOMO-LUMO gap (alpha / beta) is 8.327 / 8.328 eV. The value obtained for the HOMO energy (alpha / beta) is -8.92 / -8.92 eV.

(4)
A gas-phase ion, C6H5BrF9OS (charge +1). Source: OMol25; level of theory: wB97M-V/def2-TZVPD.

Last column: Löwdin charge in e.
CARTESIAN COORDINATES (ANGSTROEM)
C (-3.433, -0.500, 1.399)  -0.0499
C (-2.344, -1.542, 1.291)  -0.1916
O (-1.120, -0.925, 0.654)  -0.4662
S (-0.948, -1.143, -0.873)  0.8426
Br (0.490, -2.726, -1.109)  0.6454
C (-0.090, 0.537, -1.313)  -0.5547
F (-0.725, 0.827, -2.443)  0.1380
F (-0.454, 1.365, -0.360)  0.1714
C (1.449, 0.620, -1.586)  -0.3979
F (1.653, 1.853, -2.049)  0.1981
F (1.714, -0.252, -2.564)  0.1361
C (2.365, 0.328, -0.346)  -0.3508
F (1.623, -0.388, 0.539)  0.0940
F (3.384, -0.420, -0.745)  0.1913
C (2.922, 1.580, 0.393)  -0.5642
F (1.924, 2.402, 0.717)  0.1935
F (3.528, 1.181, 1.496)  0.2156
F (3.782, 2.217, -0.386)  0.2107
H (-4.005, -0.404, 0.473)  0.0898
H (-3.008, 0.471, 1.668)  0.0953
H (-4.122, -0.788, 2.199)  0.1002
H (-2.627, -2.414, 0.693)  0.1172
H (-1.958, -1.878, 2.254)  0.1363

The value obtained for the HOMO-LUMO gap is 10.212 eV. The value obtained for the HOMO energy is -15.68 eV. The net charge is +1.

(5)
A molecular structure, C6H5BrFPd. Source: OMol25; level of theory: wB97M-V/def2-TZVPD.

Last column: Löwdin charge in e.
CARTESIAN COORDINATES (ANGSTROEM)
Pd (-5.894, 6.015, 6.313)  0.9767
Br (-4.665, 5.028, 1.997)  0.0232
F (-1.534, -0.266, -1.508)  0.0539
C (-0.322, -0.616, -1.068)  -0.2946
C (0.229, -1.794, -1.539)  -0.0085
C (1.447, -2.203, -0.990)  -0.0800
C (2.132, -1.250, -0.278)  -0.1044
C (1.610, 0.008, 0.035)  -0.0897
C (0.320, 0.328, -0.279)  -0.0228
H (-0.227, -2.491, -2.226)  0.1157
H (1.847, -3.188, -1.177)  0.1091
H (3.070, -1.578, 0.143)  0.1003
H (2.178, 0.788, 0.521)  0.1046
H (-0.191, 1.219, 0.056)  0.1165

As for the expectation value of S²: 2.00. The value obtained for the HOMO-LUMO gap (alpha / beta) is 2.844 / 1.482 eV. The value obtained for the HOMO energy (alpha / beta) is -10.41 / -10.41 eV. The spin multiplicity is 3. The net charge is +1.

(6)
A molecular structure, C6H5Cl2CoNO3Ru. Source: OMol25; level of theory: wB97M-V/def2-TZVPD.

Last column: Löwdin charge in e.
CARTESIAN COORDINATES (ANGSTROEM)
Ru (0.090, -0.608, -3.555)  1.1078
Co (-0.368, -0.450, -0.876)  0.2087
Cl (-0.388, 1.327, -2.158)  0.4141
Cl (1.193, -1.765, -1.799)  0.4556
C (-0.789, -1.840, 0.113)  -0.1090
C (-0.454, 0.399, -4.989)  -0.2004
C (0.457, -2.021, -4.664)  -0.1943
O (-1.011, -2.607, 0.964)  0.2999
O (-0.758, 1.027, -5.929)  0.3237
O (0.719, -2.895, -5.396)  0.3283
C (0.077, 0.643, 4.072)  0.1784
C (0.344, 1.628, 2.909)  -0.0069
C (0.043, 1.038, 1.631)  0.0406
N (-0.250, 0.494, 0.646)  0.0961
H (-0.949, 0.260, 4.027)  0.2168
H (0.189, 1.120, 5.048)  0.1590
H (0.764, -0.208, 4.026)  0.2285
H (-0.305, 2.508, 3.013)  0.2266
H (1.398, 1.949, 2.915)  0.2266

As for the expectation value of S²: 24.80. The value obtained for the HOMO-LUMO gap (alpha / beta) is 6.837 / 4.843 eV. The value obtained for the HOMO energy (alpha / beta) is -22.67 / -26.95 eV. The spin multiplicity is 10. The net charge is +4.

(7)
A molecular structure, C6H5Cl3GeNO3PdS. Source: OMol25; level of theory: wB97M-V/def2-TZVPD.

Last column: Löwdin charge in e.
CARTESIAN COORDINATES (ANGSTROEM)
Pd (0.845, -0.713, -1.563)  0.5376
O (0.254, -1.001, 0.347)  -0.2596
N (-0.192, 0.154, 0.844)  -0.1744
C (-0.785, 0.161, 2.052)  -0.0333
C (-1.444, 1.291, 2.505)  -0.0865
C (-1.620, 2.393, 1.652)  -0.0871
C (-1.017, 2.371, 0.399)  -0.1074
C (-0.133, 1.323, 0.045)  -0.6716
S (1.024, 1.548, -1.159)  0.5872
H (-0.687, -0.731, 2.664)  0.1342
H (-1.819, 1.315, 3.524)  0.0935
H (-2.198, 3.235, 1.963)  0.0891
H (-1.208, 3.174, -0.302)  0.0977
Cl (4.014, -0.123, 0.094)  0.0288
Ge (3.129, -1.126, -1.597)  -0.4596
Cl (3.539, -3.188, -1.458)  0.0755
Cl (3.680, -0.447, -3.556)  0.0300
O (-0.091, -2.545, -1.837)  -0.2735
C (-1.380, -2.404, -1.611)  -0.5261
O (-2.015, -1.328, -1.490)  -0.0963
H (-1.896, -3.361, -1.516)  0.1017

As for the expectation value of S²: 2.01. The value obtained for the HOMO-LUMO gap (alpha / beta) is 6.199 / 7.220 eV. The value obtained for the HOMO energy (alpha / beta) is -3.27 / -4.79 eV. The spin multiplicity is 3. The net charge is -1.

(8)
2 unconnected molecules or ions with the total composition C6H5Cl3O. Source: OMol25; level of theory: wB97M-V/def2-TZVPD.

Last column: Löwdin charge in e.
CARTESIAN COORDINATES (ANGSTROEM)
Cl (3.430, -1.266, 1.520)  0.7274
C (2.099, -0.340, 1.011)  -0.7000
C (1.131, -0.818, 0.114)  -0.1285
C (-0.044, -0.147, -0.123)  -0.6580
Cl (-1.224, -0.835, -1.157)  0.7602
C (-0.229, 1.116, 0.471)  -0.1401
C (0.726, 1.657, 1.267)  -0.6162
Cl (0.478, 3.270, 1.983)  0.6407
C (1.935, 0.938, 1.477)  -0.1262
H (1.310, -1.827, -0.281)  0.1152
H (-1.081, 1.789, 0.307)  0.1138
H (2.598, 1.375, 2.236)  0.1108
O (-3.875, -1.998, -2.879)  -0.0966
H (-4.079, -1.360, -3.599)  0.0509
H (-3.175, -1.557, -2.346)  -0.0535

The value obtained for the HOMO-LUMO gap is 10.274 eV. The value obtained for the HOMO energy is -9.78 eV.

(9)
2 unconnected molecules or ions with the total composition C6H5ClF3NO2S. Source: OMol25; level of theory: wB97M-V/def2-TZVPD.

Last column: Löwdin charge in e.
CARTESIAN COORDINATES (ANGSTROEM)
C (0.190, 2.219, 0.367)  -0.0295
C (1.524, 2.033, 0.069)  -0.0613
C (-0.638, 1.134, 0.434)  -0.1030
C (1.953, 0.767, -0.160)  0.0112
C (1.036, -0.350, -0.075)  -0.1463
C (1.597, -1.692, 0.000)  -0.5539
N (-0.216, -0.117, 0.298)  0.1413
O (-2.569, -0.373, -1.672)  -0.4421
O (-2.468, -2.068, 0.093)  -0.3309
F (2.423, -1.787, 1.110)  0.1136
F (0.633, -2.649, 0.097)  0.1244
F (2.358, -2.040, -1.026)  0.1679
S (-3.415, -1.162, -0.882)  0.5803
Cl (-4.347, 0.137, 0.579)  0.1337
H (-0.184, 3.162, 0.457)  0.0836
H (2.262, 2.890, 0.151)  0.1409
H (-1.629, 1.254, 0.389)  0.0437
H (-1.525, -2.081, 0.044)  0.0107
H (3.016, 0.723, -0.275)  0.1155

As for the expectation value of S²: 2.01. The value obtained for the HOMO-LUMO gap (alpha / beta) is 6.492 / 6.473 eV. The value obtained for the HOMO energy (alpha / beta) is -6.44 / -10.23 eV. The spin multiplicity is 3.

(10)
2 unconnected molecules or ions with the total composition C6H5ClNOS. Source: OMol25; level of theory: wB97M-V/def2-TZVPD.

Last column: Löwdin charge in e.
CARTESIAN COORDINATES (ANGSTROEM)
C (-0.912, -0.537, -0.258)  -0.0976
C (-0.273, -0.578, 0.935)  -0.1291
C (-0.679, 0.482, -1.182)  -0.0888
C (0.511, 0.403, 1.208)  -0.0807
C (0.202, 1.506, -0.847)  -0.0548
C (0.925, 1.412, 0.352)  -0.3466
N (1.987, 2.239, 0.617)  0.0227
O (2.922, 1.732, 1.408)  -0.1488
S (3.413, 0.624, -1.851)  -0.3693
Cl (3.756, -0.653, -0.252)  -0.2447
H (-1.664, -1.311, -0.566)  0.1129
H (-0.483, -1.399, 1.540)  0.0955
H (-1.243, 0.465, -2.137)  0.1073
H (1.110, 0.358, 2.101)  0.1134
H (0.314, 2.246, -1.639)  0.1086

The value obtained for the HOMO-LUMO gap (alpha / beta) is 5.377 / 5.378 eV. The value obtained for the HOMO energy (alpha / beta) is -2.90 / -2.90 eV. The net charge is -1.

Calculated values (eV/Å) of F_max for the records, taken in order: 5.42 4.88 4.01 0.28 1.45 14.74 2.45 2.69 6.16 6.58.
Calculated values (eV) of energy for the records, taken in order: -241631.587 -163365.479 -103434.390 -113676.800 -82530.770 -79127.032 -122337.222 -45917.727 -43393.437 -33196.069.